No. 1
The following is a DFT calculation (ωB97M-V with the def2-TZVPD basis set) of C16H35NOP2PdSi as an isolated structure.

ORCA input file:
```
! wB97M-V def2-TZVPD RIJCOSX def2/J DEFGRID3
* xyz 0 5
Pd -0.6313 0.1814 -0.0855
Si -2.6903 0.6028 -0.8277
P -0.7537 -2.1379 -0.0578
P 0.0653 2.3707 0.2045
H 0.5958 -0.1211 -1.9940
C 0.7898 -2.9990 0.2908
H 0.6451 -4.0843 0.1850
H 1.1058 -2.7909 1.3183
H 1.5898 -2.6931 -0.3941
C -1.2067 -2.7131 -1.7259
H -1.1312 -3.8065 -1.7882
H -0.5512 -2.2951 -2.4988
H -2.2392 -2.4110 -1.9398
C -1.9760 -2.8295 1.1001
H -1.9281 -3.9284 1.0965
H -2.9922 -2.5344 0.8053
H -1.7933 -2.4793 2.1253
C 1.7999 2.4862 0.6630
H 2.0688 3.5487 0.7551
H 2.4363 2.0253 -0.1027
H 1.9883 1.9788 1.6176
C -0.0440 3.2592 -1.3688
H 0.5125 4.2035 -1.2945
H -1.0971 3.4703 -1.5903
H 0.3604 2.6603 -2.1942
C -0.8535 3.3200 1.4482
H -0.2939 4.2347 1.6985
H -0.9866 2.7111 2.3540
H -1.8468 3.6114 1.0770
C -2.6663 0.7101 -2.7010
H -2.3976 -0.2613 -3.1381
H -1.9727 1.4995 -3.0182
H -3.6853 0.9784 -3.0117
H -3.6720 -0.4361 -0.4693
H -3.2579 1.8612 -0.3156
C 1.4928 -0.0635 -3.6273
O 0.4916 0.5033 -3.0084
C 2.4145 -0.9932 -2.9922
H 3.3830 -0.7487 -3.4441
H 2.2403 -2.0512 -3.2691
H 2.5303 -0.9372 -1.9034
C 1.7964 0.2562 -5.0374
H 2.8152 0.6830 -5.0761
H 1.0819 0.9423 -5.4901
H 1.8070 -0.6382 -5.6805
N -0.7519 0.2030 2.1286
C -0.1016 -0.0548 3.2345
C 1.2591 -0.5540 3.2427
C 1.8907 -0.8428 4.4329
C 1.2220 -0.6375 5.6459
C -0.0910 -0.1375 5.6919
C -0.7616 0.1524 4.5229
H 1.7341 -0.7200 2.2621
H 2.9121 -1.2414 4.4081
H 1.7143 -0.8610 6.5893
H -0.5749 0.0167 6.6582
H -1.7953 0.5316 4.4883
*
```

Calculated values
orbital gap (spin up / spin down): 5.94 / 6.49 eV
LUMO energy (spin up / spin down): 0.72 / -0.76 eV
relative energy (zero: lowest compared OMol25 entry of this formula, charge and spin): 4.6 kcal per mole
DFT total energy: -50627.474 eV
HOMO level (spin up / spin down): -5.224 / -7.250 eV


No. 2
The following is a DFT calculation (ωB97M-V with the def2-TZVPD basis set) of a 2-piece molecular cluster, C29H25NO2 overall.

ORCA input file:
```
! wB97M-V def2-TZVPD RIJCOSX def2/J DEFGRID3
* xyz 0 1
O 1.1604 0.8673 -2.6309
C 1.7621 1.1872 -1.6105
C 2.3291 0.2698 -0.5655
C 2.3489 -1.0831 -0.7020
C 2.9527 -2.0138 0.2310
C 2.7067 -1.9662 1.6242
C 3.3550 -2.8429 2.4884
C 4.2855 -3.7661 1.9920
C 4.5533 -3.8175 0.6175
C 3.8375 -3.0065 -0.2576
C 3.0233 1.0851 0.4861
O 3.6852 0.7056 1.4466
C 2.7817 2.5017 0.0912
C 3.2292 3.6545 0.7306
C 2.8991 4.8919 0.1717
C 2.2277 4.9597 -1.0704
C 1.8653 3.7916 -1.7516
C 2.0913 2.5641 -1.1312
H 2.0742 -1.4746 -1.6835
H 1.9900 -1.2411 2.0131
H 3.1341 -2.7913 3.5565
H 4.8149 -4.4225 2.6838
H 5.3049 -4.5034 0.2232
H 3.9683 -3.0784 -1.3394
H 3.8177 3.5501 1.6446
H 3.1671 5.8085 0.6956
H 1.9938 5.9328 -1.5022
H 1.4190 3.8043 -2.7485
C -1.1488 -1.3389 0.6208
C -2.2258 -0.7176 0.0012
N -2.7767 -1.0049 -1.2079
C -3.5788 -0.0859 -2.0026
C -3.9333 -0.8377 -3.2913
C -3.4625 -2.2820 -3.1038
C -2.7185 -2.3476 -1.7608
C -2.7572 0.3039 0.9497
C -3.8551 1.1600 0.8516
C -4.0129 2.1848 1.7894
C -3.1565 2.2469 2.8983
C -2.1589 1.2679 3.0877
C -1.9705 0.2920 2.1097
C -0.9599 -0.8604 2.0376
H -0.5591 -2.1316 0.1627
H -3.0651 0.8672 -2.1959
H -4.5244 0.1517 -1.5041
H -3.4672 -0.3697 -4.1582
H -5.0142 -0.8114 -3.4386
H -4.3199 -2.9571 -3.0681
H -2.8140 -2.6012 -3.9191
H -3.2347 -3.0542 -1.0894
H -1.6825 -2.6995 -1.8655
H -4.5908 1.0126 0.0683
H -4.8148 2.9107 1.6570
H -3.2849 3.0451 3.6293
H -1.5429 1.2800 3.9894
H -1.2127 -1.6464 2.7794
H 0.0645 -0.5438 2.2708
*
```

Calculated values
structure (SMILES): O=C1C(=Cc2ccccc2)C(=O)c2ccccc21.C1=C(N2CCCC2)c2ccccc2C1
orbital gap: 6.37 eV
LUMO energy: -0.81 eV
relative energy (zero: lowest compared OMol25 entry of this formula, charge and spin): 0.0 kcal per mole
DFT total energy: -36062.755 eV
HOMO level: -7.181 eV


No. 3
The following is a DFT calculation (ωB97M-V with the def2-TZVPD basis set) of a 8-piece molecular cluster, C28H52O24 overall.

ORCA input file:
```
! wB97M-V def2-TZVPD RIJCOSX def2/J DEFGRID3
* xyz 0 1
C 2.0346 10.6551 -12.0672
C 1.1566 10.0238 -13.1466
C -0.3056 10.5284 -13.0687
O -0.6585 10.6643 -14.4386
C 0.4363 10.6158 -15.2055
O 0.4232 10.7230 -16.3891
O 1.5123 10.5914 -14.3911
H 3.0743 10.5153 -12.3656
H 1.8641 10.0757 -11.1568
H 1.8792 11.7124 -11.8683
H 1.3038 8.9440 -13.2077
H -0.4239 11.4254 -12.4652
H -0.7875 9.7248 -12.5041
C -7.8450 9.9780 -18.7785
C -8.3398 8.5280 -18.9309
C -7.7216 7.5641 -17.9080
O -8.8085 6.9120 -17.3052
C -9.9667 7.3713 -17.7829
O -11.0575 6.9635 -17.5372
O -9.7335 8.4394 -18.5695
H -8.3920 10.6119 -19.4698
H -6.7794 9.9476 -19.0080
H -7.9938 10.2338 -17.7310
H -8.1927 8.1478 -19.9419
H -7.1611 8.1459 -17.1749
H -7.1131 6.8372 -18.4448
C -1.9535 1.1257 -18.2628
C -0.4881 1.4003 -17.9570
O -0.2845 2.8235 -18.0354
C 0.9163 3.2736 -17.6114
O 1.8231 2.5650 -17.2738
O 0.9331 4.5801 -17.4954
C -0.2812 5.3265 -17.3162
H -2.0414 0.0688 -18.5198
H -2.2852 1.6723 -19.1493
H -2.6658 1.3712 -17.4774
H 0.1869 0.8438 -18.5992
H -0.3805 1.1752 -16.8946
H -0.8164 4.7140 -16.5891
H -0.8012 5.4498 -18.2630
H -0.1165 6.3147 -16.9027
C -5.2383 7.2253 -9.0147
C -6.3848 6.2850 -9.3326
O -6.0155 5.5165 -10.4777
C -6.8959 4.7344 -11.0830
O -8.0262 4.5028 -10.7278
O -6.2593 4.0854 -12.0488
C -6.9217 3.0442 -12.7480
H -5.1302 7.9311 -9.8441
H -4.2591 6.7446 -8.9895
H -5.3951 7.8036 -8.1072
H -7.2734 6.8865 -9.5180
H -6.5611 5.6191 -8.4887
H -7.3940 2.3392 -12.0585
H -6.1126 2.4703 -13.1951
H -7.7052 3.3957 -13.4163
C -3.1787 7.3635 -12.1776
O -2.2070 7.2426 -13.1919
C -2.4800 7.1424 -14.5013
O -1.6470 7.2609 -15.3326
O -3.7512 6.7427 -14.6542
C -4.2805 6.6128 -15.9522
H -3.7203 6.4594 -11.9016
H -3.8588 8.1959 -12.3752
H -2.6083 7.7039 -11.3104
H -3.7733 5.8637 -16.5666
H -4.2735 7.6176 -16.3762
H -5.3023 6.2334 -16.0001
C -2.6650 9.2232 -18.1717
O -2.9589 8.0185 -18.8905
C -1.9560 7.5386 -19.5986
O -0.7706 7.7268 -19.4359
O -2.4316 6.7513 -20.5463
C -1.4917 6.1138 -21.4223
H -2.3649 8.9406 -17.1629
H -3.5478 9.8529 -18.0594
H -1.8992 9.8446 -18.6292
H -2.0418 5.6997 -22.2588
H -0.8445 5.4113 -20.9018
H -0.8240 6.8916 -21.7959
C -0.7577 1.0416 -11.7285
O -1.6563 1.7238 -12.5994
C -2.8043 1.1610 -13.0001
O -3.2735 0.1598 -12.5851
O -3.3402 1.8650 -14.0263
C -2.6710 3.0217 -14.5014
H 0.2672 1.1160 -12.0767
H -0.9910 -0.0263 -11.7120
H -0.9608 1.4028 -10.7228
H -1.6053 2.8095 -14.5972
H -2.7081 3.8939 -13.8435
H -3.0940 3.3278 -15.4554
C -7.0953 3.7727 -17.1233
O -8.2002 3.4503 -16.2965
C -9.2661 2.9433 -16.8991
O -9.4220 2.7500 -18.0700
O -10.2089 2.7941 -15.9588
C -11.4336 2.2101 -16.3714
H -7.0905 3.2586 -18.0811
H -6.1483 3.6336 -16.6043
H -7.1590 4.8486 -17.3023
H -11.8781 1.8511 -15.4455
H -11.2569 1.3280 -16.9904
H -12.0914 2.8792 -16.9227
*
```

Calculated values
structure (SMILES): C[C@H]1COC(=O)O1.C[C@H]1COC(=O)O1.CCOC(=O)OC.CCOC(=O)OC.COC(=O)OC.COC(=O)OC.COC(=O)OC.COC(=O)OC
orbital gap: 10.70 eV
LUMO energy: 0.15 eV
relative energy (zero: lowest compared OMol25 entry of this formula, charge and spin): 0.0 kcal per mole
DFT total energy: -79018.278 eV
HOMO level: -10.553 eV